Entry 1:
An isolated molecule of C7H13NO. Source: the OMol25 dataset; level of theory: ωB97M-V with the def2-TZVPD basis set.

The calculation puts the molecular weight at 127.187 g mol⁻¹. As for the spin multiplicity: 1. Its energy above the lowest of the compared OMol25 structures with the same formula, charge and spin is 4.4303 eV. For the HOMO-LUMO gap, the calculation gives 8.3801 eV.

Element x y z (Å)
1 C -1.5846 1.0685 1.0566
2 C -0.2976 -0.9113 1.1744
3 C 0.1514 0.9443 -0.4899
4 C 0.1135 -0.5834 -0.3468
5 C 1.2734 1.7078 0.1647
6 C 1.5145 -1.3235 -0.5686
7 C -0.9898 -1.1500 -1.3090
8 N -2.3659 1.9848 0.9304
9 O -1.2865 -0.0183 1.7091
10 H -0.7979 -1.9511 1.0812
11 H 0.6620 -0.7399 1.7379
12 H -0.1208 1.3446 -1.4719
13 H 2.2118 1.3986 -0.2510
14 H 1.4732 1.5098 1.2026
15 H 1.0504 2.8056 0.0427
16 H 2.2928 -0.5866 -0.4498
17 H 1.7093 -1.7407 -1.5338
18 H 1.6414 -1.9889 0.1461
19 H -1.9075 -1.0741 -0.7918
20 H -0.8540 -2.2362 -1.4435
21 H -0.9257 -0.7090 -2.2453
22 H -2.9635 2.2493 1.6558

Atomic partial charges in e from the Löwdin method, atoms 1 to 4:
1. C -0.289
2. C -0.105
3. C -0.118
4. C -0.477

---

Entry 2:
A structure of composition C8H12O2S2. Source: the OMol25 dataset; level of theory: ωB97M-V with the def2-TZVPD basis set.

The calculation puts the molecular weight at 204.316 g mol⁻¹. As for the spin multiplicity: 1. Its energy above the lowest of the compared OMol25 structures with the same formula, charge and spin is 1.9033 eV. For the HOMO-LUMO gap, the calculation gives 8.1685 eV.

Element x y z (Å)
1 C -1.5826 0.5432 -1.2523
2 C -2.1369 -0.4191 -0.5135
3 C 0.9458 -0.2257 -0.0541
4 C 1.9637 0.4148 0.4667
5 C -1.5032 -1.6915 -0.3558
6 C -3.4566 -0.2889 0.2094
7 C 2.8115 -0.0569 1.6035
8 C 2.2737 1.8593 0.1444
9 O 0.3515 1.7246 -2.3744
10 O 0.9773 -2.7408 -0.6608
11 S -0.0203 0.3714 -2.0617
12 S 0.3383 -1.7688 0.2962
13 H -1.9859 1.5062 -1.4840
14 H -2.0840 -2.4487 0.2348
15 H -1.3876 -2.1320 -1.2730
16 H -3.4772 -1.1666 0.8610
17 H -4.2698 -0.2111 -0.6206
18 H -3.5906 0.6190 0.8319
19 H 2.8371 -1.1875 1.7403
20 H 3.7829 0.4573 1.3801
21 H 2.2967 0.1601 2.5386
22 H 1.8452 2.0919 -0.7572
23 H 1.7888 2.5625 0.9130
24 H 3.2824 2.0271 0.1875

Atomic partial charges in e from the Löwdin method, atoms 1 to 4:
1. C -0.255
2. C -0.429
3. C -0.368
4. C -0.395

---

Entry 3:
A structure of composition C22H31CuN5O6S2Si2. Source: the OMol25 dataset; level of theory: ωB97M-V with the def2-TZVPD basis set.

The calculation puts the molecular weight at 645.371 g mol⁻¹. As for the spin multiplicity: 2. Its total charge is -2. Its energy above the lowest of the compared OMol25 structures with the same formula, charge and spin is 2.4733 eV. For the HOMO-LUMO gap (spin up / spin down), the calculation gives 3.9282 / 5.2294 eV.

Element x y z (Å)
1 Cu -0.8242 -1.0403 1.4121
2 O 2.5563 0.5806 3.7803
3 S 0.7150 -2.4553 3.5068
4 O 0.5535 -3.8270 4.0098
5 O -0.6257 -1.8345 3.2441
6 O 1.3499 -0.6581 1.0690
7 C 1.3972 0.0999 -1.8973
8 Si 2.0704 1.3538 -0.6647
9 C 1.0423 2.9435 -0.8517
10 C 3.7739 1.9152 -1.2941
11 C 2.1710 0.5839 0.9705
12 C 2.0200 -1.8317 1.0632
13 C 3.2569 -2.0338 0.5299
14 C 3.8013 -3.3409 0.4895
15 C 3.0052 -4.3882 0.9611
16 C 1.7687 -4.1349 1.4940
17 N 1.2578 -2.8452 1.6324
18 Si 2.0505 1.5232 2.4806
19 C 1.9414 0.5336 5.0340
20 C 0.3739 2.2214 2.9831
21 C 3.1969 3.0177 2.3539
22 H 1.2536 0.5478 -2.8864
23 H 0.4404 -0.3044 -1.5557
24 H 2.0861 -0.7432 -1.9880
25 H 0.8482 3.1820 -1.9041
26 H 1.6030 3.7834 -0.4260
27 H 0.0876 2.8879 -0.3226
28 H 3.7100 2.4500 -2.2495
29 H 4.4470 1.0619 -1.4109
30 H 4.2269 2.5898 -0.5618
31 H 3.7832 -1.1717 0.1470
32 H 4.7830 -3.5195 0.0715
33 H 3.3458 -5.4171 0.9113
34 H 1.1440 -4.9116 1.9081
35 H 0.8681 0.3276 4.9642
36 H 2.0746 1.4691 5.5970
37 H 2.3965 -0.2775 5.6092
38 H -0.4125 1.4653 2.9053
39 H 0.0987 3.0209 2.2905
40 H 0.3611 2.6291 3.9997
41 H 4.2324 2.6922 2.2407
42 H 3.1134 3.6398 3.2511
43 H 2.9407 3.6451 1.4947
44 N -3.1468 1.5037 -6.0559
45 C -3.1459 1.4283 -4.6474
46 C -1.9739 1.6664 -3.9328
47 C -1.9773 1.6185 -2.5505
48 C -3.1511 1.3313 -1.8671
49 C -4.3208 1.0931 -2.5698
50 C -4.3212 1.1541 -3.9547
51 S -3.1180 1.2133 -0.0983
52 O -2.2647 2.2751 0.3671
53 O -4.4968 1.1985 0.3272
54 N -2.3367 -0.1568 0.2178
55 C -2.8662 -1.3444 -0.1552
56 N -2.0784 -2.3887 0.2230
57 C -2.5734 -3.6001 0.1035
58 C -3.8148 -3.8480 -0.4745
59 C -4.4714 -2.7304 -0.9613
60 N -4.0258 -1.4912 -0.8221
61 H -2.2356 1.3363 -6.4561
62 H -3.8302 0.8954 -6.4820
63 H -1.0512 1.8788 -4.4620
64 H -1.0676 1.8033 -1.9968
65 H -5.2173 0.8515 -2.0166
66 H -5.2370 0.9714 -4.5075
67 H -1.9342 -4.4068 0.4517
68 H -4.2158 -4.8461 -0.5722
69 H -5.4118 -2.8362 -1.4992

Atomic partial charges in e from the Löwdin method, atoms 1 to 4:
1. Cu 0.315
2. O -0.269
3. S 0.814
4. O -0.509

---

Record order is preserved below.
Electronic energy: -404.36465; -1258.70124; -4598.07194 Ha